C4H8O2 | ωB97M-V/def2-TZVPD

Structure (XYZ):
```
14
Properties=species:S:1:pos:R:3:forces:R:3
C 1.8838 -1.0862 0.7550 0.006 0.024 0.001
C -0.3242 1.4295 0.3735 -0.080 -0.122 -0.059
O -0.1322 1.2275 -0.8969 0.083 0.055 0.240
C -1.1916 0.2784 -1.3260 -0.093 -0.119 -0.222
C -1.5842 -0.3665 -0.0029 -0.191 -0.040 -0.170
O -1.1693 0.6963 0.9353 0.243 0.268 0.014
H 2.0687 -0.9286 1.8204 -0.026 -0.037 -0.126
H 2.2116 -0.2068 0.1955 0.038 -0.100 0.039
H 2.4464 -1.9587 0.4149 -0.055 0.131 0.047
H 0.2824 2.1467 0.9116 -0.085 -0.066 -0.034
H -1.9330 0.8906 -1.8758 0.052 -0.079 0.141
H -0.7155 -0.4070 -2.0315 -0.090 0.096 0.116
H 0.8175 -1.2527 0.5785 0.064 -0.002 0.059
H -2.6604 -0.4625 0.1485 0.134 -0.009 -0.046
```
Positions in Å, forces in eV/Å.

The HOMO energy (alpha / beta) is -6.970 / -6.969 eV. The relative energy (zero: lowest compared OMol25 entry of this formula, charge and spin) comes out at 4.415 eV. For the total energy, the calculation gives -307.55018 hartree.